A:
Computed, not measured: 5 unconnected molecules or ions with the total composition C18H50N4O5, with ωB97M-V/def2-TZVPD.

Calculated values
SMILES = COC[C@H](C)N.COC[C@H](C)N.COC[C@H](C)N.COC[C@H](C)N.CCO
Orbital gap = 10.10 eV
Charge = 0
E_HOMO = -9.420 eV

Bonds (Å) are listed after each position.
Element x y z (Å)
1 C -0.13 -1.37 2.85  C2 1.468, H4 1.090, H5 1.090, H6 1.090
2 C -1.26 -2.21 2.42  C1 1.468, O3 1.364, H7 1.090, H8 1.090
3 O -1.03 -2.68 1.16  C2 1.364, H9 0.960
4 H 0.83 -1.86 2.69  C1 1.090
5 H -0.16 -1.14 3.92  C1 1.090
6 H -0.25 -0.36 2.45  C1 1.090
7 H -2.21 -1.69 2.31  C2 1.090
8 H -1.46 -3.02 3.13  C2 1.090
9 H -0.65 -1.91 0.73  O3 0.960
10 C 3.96 7.76 1.04  C11 1.548, H16 1.090, H17 1.090, H18 1.090
11 C 2.50 7.99 0.58  C10 1.548, C12 1.646, N15 1.411, H19 1.090
12 C 2.24 8.62 -0.92  C11 1.646, O13 1.443, H20 1.090, H21 1.090
13 O 0.84 8.93 -1.09  C12 1.443, C14 1.453
14 C 0.33 9.53 -2.31  O13 1.453, H22 1.090, H23 1.090, H24 1.090
15 N 1.93 6.70 0.61  C11 1.411, H25 1.010, H26 1.010
16 H 4.40 8.75 1.03  C10 1.090
17 H 4.48 7.09 0.36  C10 1.090
18 H 4.02 7.37 2.06  C10 1.090
19 H 2.07 8.62 1.35  C11 1.090
20 H 2.46 7.99 -1.79  C12 1.090
21 H 2.81 9.52 -1.15  C12 1.090
22 H -0.76 9.51 -2.38  C14 1.090
23 H 0.70 9.00 -3.19  C14 1.090
24 H 0.71 10.55 -2.37  C14 1.090
25 H 1.20 6.71 -0.08  N15 1.010
26 H 1.39 6.89 1.44  N15 1.010
27 C 3.49 0.21 -6.47  C28 1.535, H33 1.090, H34 1.090, H35 1.090
28 C 2.72 -1.02 -5.98  C27 1.535, C29 1.579, N32 1.415, H36 1.090
29 C 3.34 -2.44 -6.32  C28 1.579, O30 1.385, H37 1.090, H38 1.090
30 O 3.53 -2.63 -7.68  C29 1.385, C31 1.386
31 C 4.20 -3.79 -8.02  O30 1.386, H39 1.090, H40 1.090, H41 1.090
32 N 2.36 -0.89 -4.62  C28 1.415, H42 1.010, H43 1.010
33 H 3.03 1.19 -6.37  C27 1.090
34 H 3.57 0.15 -7.55  C27 1.090
35 H 4.54 0.24 -6.16  C27 1.090
36 H 1.72 -1.00 -6.42  C28 1.090
37 H 2.73 -3.27 -5.96  C29 1.090
38 H 4.32 -2.39 -5.85  C29 1.090
39 H 3.46 -4.56 -7.85  C31 1.090
40 H 5.12 -3.83 -7.44  C31 1.090
41 H 4.45 -3.79 -9.08  C31 1.090
42 H 3.27 -0.78 -4.20  N32 1.010
43 H 1.88 0.00 -4.58  N32 1.010
44 C -5.78 3.29 2.67  C45 1.528, H50 1.090, H51 1.090, H52 1.090
45 C -7.08 2.76 3.26  C44 1.528, C46 1.517, N49 1.457, H53 1.090
46 C -7.33 3.37 4.62  C45 1.517, O47 1.383, H54 1.090, H55 1.090
47 O -6.47 2.92 5.60  C46 1.383, C48 1.444
48 C -6.95 1.80 6.38  O47 1.444, H56 1.090, H57 1.090, H58 1.090
49 N -8.15 3.03 2.30  C45 1.457, H59 1.010, H60 1.010
50 H -6.02 4.35 2.58  C44 1.090
51 H -5.60 2.91 1.66  C44 1.090
52 H -4.90 2.98 3.24  C44 1.090
53 H -6.97 1.69 3.44  C45 1.090
54 H -8.37 3.20 4.87  C46 1.090
55 H -7.22 4.45 4.55  C46 1.090
56 H -7.15 0.96 5.72  C48 1.090
57 H -7.81 2.06 7.01  C48 1.090
58 H -6.23 1.45 7.12  C48 1.090
59 H -7.97 2.56 1.43  N49 1.010
60 H -9.00 2.61 2.66  N49 1.010
61 C 1.56 -8.91 -0.29  C62 1.552, H67 1.090, H68 1.090, H69 1.090
62 C 1.17 -9.06 1.20  C61 1.552, C63 1.451, N66 1.480, H70 1.090
63 C 1.88 -8.21 2.14  C62 1.451, O64 1.445, H71 1.090, H72 1.090
64 O 3.24 -8.67 2.32  C63 1.445, C65 1.410
65 C 3.94 -7.83 3.21  O64 1.410, H73 1.090, H74 1.090, H75 1.090
66 N -0.28 -8.81 1.36  C62 1.480, H76 1.010, H77 1.010
67 H 2.60 -9.05 -0.56  C61 1.090
68 H 1.29 -7.88 -0.53  C61 1.090
69 H 0.97 -9.64 -0.85  C61 1.090
70 H 1.30 -10.09 1.53  C62 1.090
71 H 1.29 -8.25 3.06  C63 1.090
72 H 1.94 -7.17 1.81  C63 1.090
73 H 4.97 -8.17 3.26  C65 1.090
74 H 3.48 -7.66 4.19  C65 1.090
75 H 4.08 -6.83 2.79  C65 1.090
76 H -0.70 -9.07 0.48  N66 1.010
77 H -0.39 -7.81 1.45  N66 1.010



B:
Computed, not measured: 5 unconnected molecules or ions with the total composition C18H50N4O5, with ωB97M-V/def2-TZVPD.

Calculated values
SMILES = COC[C@H](C)N.COC[C@H](C)N.COC[C@H](C)N.COC[C@H](C)N.CCO
Orbital gap = 9.77 eV
Charge = 0
E_HOMO = -9.192 eV

Bonds (Å) are listed after each position.
Element x y z (Å)
1 C -11.26 -18.38 8.40  C2 1.520, H7 1.092, H8 1.094, H9 1.091
2 C -10.91 -17.39 7.29  C1 1.520, C3 1.533, N6 1.480, H10 1.092
3 C -9.62 -16.67 7.69  C2 1.533, O4 1.405, H11 1.105, H12 1.095
4 O -9.28 -15.52 6.96  C3 1.405, C5 1.409
5 C -8.80 -15.73 5.65  O4 1.409, H13 1.089, H14 1.089, H15 1.100
6 N -10.75 -18.11 6.00  C2 1.480, H16 1.021, H17 1.016
7 H -12.20 -18.88 8.19  C1 1.092
8 H -11.38 -17.90 9.37  C1 1.094
9 H -10.47 -19.13 8.50  C1 1.091
10 H -11.63 -16.58 7.18  C2 1.092
11 H -8.77 -17.36 7.79  C3 1.105
12 H -9.78 -16.31 8.71  C3 1.095
13 H -8.27 -14.83 5.35  C5 1.089
14 H -9.60 -15.94 4.95  C5 1.089
15 H -8.07 -16.56 5.61  C5 1.100
16 H -9.87 -18.62 6.06  N6 1.021
17 H -11.45 -18.84 5.91  N6 1.016
18 C -11.29 -15.43 -5.01  C19 1.523, H24 1.090, H25 1.096, H26 1.091
19 C -12.15 -16.54 -4.41  C18 1.523, C20 1.507, N23 1.488, H27 1.095
20 C -11.30 -17.51 -3.63  C19 1.507, O21 1.414, H28 1.100, H29 1.096
21 O -12.13 -18.56 -3.18  C20 1.414, C22 1.402
22 C -11.50 -19.36 -2.21  O21 1.402, H30 1.100, H31 1.097, H32 1.089
23 N -13.11 -15.93 -3.46  C19 1.488, H33 1.013, H34 1.012
24 H -11.84 -14.87 -5.77  C18 1.090
25 H -10.39 -15.83 -5.50  C18 1.096
26 H -10.91 -14.76 -4.24  C18 1.091
27 H -12.69 -17.04 -5.21  C19 1.095
28 H -10.91 -16.97 -2.75  C20 1.100
29 H -10.47 -17.90 -4.23  C20 1.096
30 H -11.37 -18.84 -1.25  C22 1.100
31 H -10.51 -19.68 -2.57  C22 1.097
32 H -12.11 -20.24 -1.99  C22 1.089
33 H -13.53 -16.68 -2.93  N23 1.013
34 H -13.84 -15.47 -3.99  N23 1.012
35 C -6.40 -19.30 5.09  C36 1.530, H41 1.088, H42 1.097, H43 1.091
36 C -5.77 -19.16 6.48  C35 1.530, C37 1.506, N40 1.456, H44 1.096
37 C -5.47 -20.51 7.06  C36 1.506, O38 1.423, H45 1.101, H46 1.102
38 O -6.70 -21.13 7.41  C37 1.423, C39 1.400
39 C -6.54 -22.35 8.06  O38 1.400, H47 1.089, H48 1.097, H49 1.100
40 N -4.56 -18.35 6.46  C36 1.456, H50 1.011, H51 1.013
41 H -6.67 -18.33 4.67  C35 1.088
42 H -7.35 -19.84 5.18  C35 1.097
43 H -5.78 -19.92 4.44  C35 1.091
44 H -6.54 -18.75 7.14  C36 1.096
45 H -4.85 -20.43 7.97  C37 1.101
46 H -4.91 -21.16 6.36  C37 1.102
47 H -7.51 -22.85 8.09  C39 1.089
48 H -6.15 -22.21 9.08  C39 1.097
49 H -5.84 -23.01 7.53  C39 1.100
50 H -4.51 -17.75 5.65  N40 1.011
51 H -3.74 -18.94 6.43  N40 1.013
52 C -14.40 -24.02 1.53  C53 1.519, H58 1.095, H59 1.098, H60 1.089
53 C -14.44 -22.79 0.65  C52 1.519, C54 1.496, N57 1.490, H61 1.093
54 C -13.75 -21.62 1.27  C53 1.496, O55 1.410, H62 1.101, H63 1.099
55 O -13.82 -20.51 0.40  C54 1.410, C56 1.411
56 C -13.94 -19.25 1.01  O55 1.411, H64 1.084, H65 1.100, H66 1.096
57 N -13.82 -23.14 -0.66  C53 1.490, H67 1.010, H68 1.010
58 H -14.79 -23.87 2.55  C52 1.095
59 H -13.38 -24.36 1.73  C52 1.098
60 H -14.99 -24.83 1.09  C52 1.089
61 H -15.50 -22.58 0.45  C53 1.093
62 H -12.69 -21.88 1.45  C54 1.101
63 H -14.20 -21.40 2.25  C54 1.099
64 H -14.24 -18.50 0.28  C56 1.084
65 H -12.96 -18.99 1.45  C56 1.100
66 H -14.65 -19.26 1.85  C56 1.096
67 H -13.25 -23.95 -0.54  N57 1.010
68 H -13.29 -22.35 -1.01  N57 1.010
69 C -9.36 -19.61 1.53  C70 1.499, H72 1.087, H73 1.098, H74 1.094
70 C -10.13 -18.75 2.49  C69 1.499, O71 1.409, H75 1.108, H76 1.098
71 O -9.27 -18.22 3.47  C70 1.409, H77 0.969
72 H -9.97 -20.13 0.80  C69 1.087
73 H -8.84 -20.39 2.10  C69 1.098
74 H -8.52 -19.07 1.09  C69 1.094
75 H -10.87 -19.42 2.97  C70 1.108
76 H -10.76 -17.99 2.03  C70 1.098
77 H -9.80 -17.90 4.22  O71 0.969



C:
Computed, not measured: 5 unconnected molecules or ions with the total composition C18H50N4O5, with ωB97M-V/def2-TZVPD.

Calculated values
SMILES = COC[C@H](C)N.COC[C@H](C)N.COC[C@H](C)N.COC[C@H](C)N.CCO
Orbital gap = 9.76 eV
Charge = 0
E_HOMO = -9.289 eV

Bonds (Å) are listed after each position.
Element x y z (Å)
1 C -4.35 0.62 3.76  C2 1.560, H7 1.090, H8 1.090, H9 1.090
2 C -5.27 -0.32 4.61  C1 1.560, C3 1.574, N6 1.496, H10 1.090
3 C -6.60 -0.66 3.84  C2 1.574, O4 1.476, H11 1.090, H12 1.090
4 O -7.56 0.45 3.96  C3 1.476, C5 1.429
5 C -8.74 0.22 3.19  O4 1.429, H13 1.090, H14 1.090, H15 1.090
6 N -4.56 -1.59 4.96  C2 1.496, H16 1.010, H17 1.010
7 H -3.37 0.88 4.17  C1 1.090
8 H -4.92 1.46 3.36  C1 1.090
9 H -4.05 0.06 2.88  C1 1.090
10 H -5.52 0.22 5.52  C2 1.090
11 H -7.00 -1.58 4.25  C3 1.090
12 H -6.43 -0.77 2.77  C3 1.090
13 H -8.53 0.21 2.12  C5 1.090
14 H -9.44 1.05 3.26  C5 1.090
15 H -9.35 -0.65 3.45  C5 1.090
16 H -5.14 -2.26 5.45  N6 1.010
17 H -3.81 -1.37 5.60  N6 1.010
18 C -6.85 -4.02 -0.68  C19 1.528, H24 1.090, H25 1.090, H26 1.090
19 C -8.18 -3.27 -0.61  C18 1.528, C20 1.565, N23 1.438, H27 1.090
20 C -8.60 -2.80 0.82  C19 1.565, O21 1.403, H28 1.090, H29 1.090
21 O -9.04 -3.92 1.54  C20 1.403, C22 1.381
22 C -9.72 -3.53 2.67  O21 1.381, H30 1.090, H31 1.090, H32 1.090
23 N -8.15 -2.12 -1.46  C19 1.438, H33 1.010, H34 1.010
24 H -5.98 -3.46 -0.34  C18 1.090
25 H -6.65 -4.40 -1.68  C18 1.090
26 H -6.82 -4.85 0.03  C18 1.090
27 H -9.02 -3.90 -0.90  C19 1.090
28 H -9.44 -2.15 0.58  C20 1.090
29 H -7.81 -2.31 1.39  C20 1.090
30 H -9.34 -2.63 3.16  C22 1.090
31 H -9.64 -4.42 3.29  C22 1.090
32 H -10.79 -3.34 2.62  C22 1.090
33 H -7.49 -1.46 -1.08  N23 1.010
34 H -7.81 -2.36 -2.38  N23 1.010
35 C -16.37 -4.28 1.60  C36 1.544, H41 1.090, H42 1.090, H43 1.090
36 C -15.76 -3.51 2.79  C35 1.544, C37 1.540, N40 1.472, H44 1.090
37 C -14.36 -3.89 3.29  C36 1.540, O38 1.435, H45 1.090, H46 1.090
38 O -14.34 -5.13 4.01  C37 1.435, C39 1.374
39 C -13.16 -5.42 4.66  O38 1.374, H47 1.090, H48 1.090, H49 1.090
40 N -15.82 -2.10 2.37  C36 1.472, H50 1.010, H51 1.010
41 H -16.23 -5.33 1.86  C35 1.090
42 H -15.85 -4.04 0.67  C35 1.090
43 H -17.42 -4.11 1.37  C35 1.090
44 H -16.48 -3.63 3.61  C36 1.090
45 H -13.90 -3.05 3.80  C37 1.090
46 H -13.61 -4.12 2.53  C37 1.090
47 H -12.41 -5.53 3.88  C39 1.090
48 H -13.22 -6.26 5.34  C39 1.090
49 H -12.79 -4.64 5.32  C39 1.090
50 H -15.67 -1.62 3.24  N40 1.010
51 H -16.82 -2.03 2.18  N40 1.010
52 C -15.95 4.44 5.00  C53 1.580, H58 1.090, H59 1.090, H60 1.090
53 C -16.93 3.23 4.77  C52 1.580, C54 1.539, N57 1.493, H61 1.090
54 C -17.60 3.10 3.39  C53 1.539, O55 1.461, H62 1.090, H63 1.090
55 O -18.90 3.77 3.33  C54 1.461, C56 1.407
56 C -19.77 3.10 2.46  O55 1.407, H64 1.090, H65 1.090, H66 1.090
57 N -16.16 2.07 5.29  C53 1.493, H67 1.010, H68 1.010
58 H -15.90 4.51 6.09  C52 1.090
59 H -16.40 5.37 4.65  C52 1.090
60 H -14.94 4.43 4.58  C52 1.090
61 H -17.85 3.45 5.32  C53 1.090
62 H -17.73 2.08 3.04  C54 1.090
63 H -16.98 3.65 2.68  C54 1.090
64 H -20.19 2.13 2.72  C56 1.090
65 H -19.51 3.02 1.40  C56 1.090
66 H -20.69 3.68 2.40  C56 1.090
67 H -16.59 1.19 5.03  N57 1.010
68 H -16.05 1.97 6.29  N57 1.010
69 C -12.43 0.10 2.46  C70 1.524, H72 1.090, H73 1.090, H74 1.090
70 C -13.47 0.49 3.51  C69 1.524, O71 1.446, H75 1.090, H76 1.090
71 O -14.31 1.54 2.98  C70 1.446, H77 0.960
72 H -12.88 -0.40 1.61  C69 1.090
73 H -11.76 -0.71 2.74  C69 1.090
74 H -11.89 1.00 2.16  C69 1.090
75 H -12.84 0.90 4.30  C70 1.090
76 H -14.01 -0.36 3.93  C70 1.090
77 H -15.03 1.64 3.59  O71 0.960



What is the stability order? It is B, C, A, from most stable to least stable.